*P*
{
  "formula": "C5H14NO2",
  "method": "wB97M-V/def2-TZVPD",
  "homo_energy_ha": -0.5152,
  "charge": 1,
  "elements": ["C", "O", "C", "C", "C", "C", "N", "H", "H", "H", "H", "H", "H", "H", "H", "H", "H", "H", "H", "H", "H", "O"],
  "positions_angstrom": [[0.116, -1.512, -1.355], [-0.857, -0.580, -1.573], [0.872, -1.084, 0.016], [-0.234, -0.896, 0.946], [-0.605, 0.639, 1.148], [1.097, 2.258, 1.285], [0.574, 1.245, 1.788], [0.899, -1.472, -2.169], [-0.315, -2.523, -1.165], [-1.870, -1.763, -0.168], [1.691, -1.751, 0.283], [1.385, -0.182, -0.394], [0.082, -1.258, 1.977], [-1.118, -1.388, 0.723], [-1.294, 0.668, 1.903], [-0.958, 1.086, 0.210], [1.851, 2.689, 1.956], [0.700, 2.790, 0.422], [-2.435, -1.289, -0.191], [-0.172, 0.646, -1.731], [0.231, 2.098, -2.394], [0.359, 1.579, -1.517]],
  "mulliken_charge": [-0.46, -0.31, -0.02, -0.78, -0.49, -0.27, -0.28, 0.31, 0.36, 0.08, 0.39, 0.32, 0.44, 0.02, 0.46, 0.48, 0.31, 0.25, 0.21, 0.31, 0.29, -0.64]
}



*Q*
{
  "formula": "C5H14NO2",
  "method": "wB97M-V/def2-TZVPD",
  "homo_energy_ha": -0.5116,
  "charge": 1,
  "elements": ["C", "C", "C", "C", "C", "N", "H", "H", "H", "H", "H", "H", "H", "H", "H", "H", "H", "H", "O", "H", "H", "O"],
  "positions_angstrom": [[0.047, 3.033, 0.064], [-0.961, 1.888, -0.002], [-0.410, 0.660, -0.746], [-0.231, 0.635, -2.058], [-0.051, -0.634, 1.273], [-0.113, -0.544, 0.007], [0.255, 3.380, -0.942], [-0.385, 3.828, 0.661], [1.021, 2.661, 0.380], [-1.236, 1.527, 0.985], [-1.882, 2.066, -0.552], [-0.283, 1.604, -2.538], [0.072, -0.217, -2.648], [0.032, -1.600, 1.777], [-0.003, 0.205, 1.921], [-0.193, -1.410, -0.540], [1.084, -3.359, 3.009], [0.903, -2.321, 4.166], [1.035, -2.421, 3.218], [0.440, -3.712, -2.203], [0.467, -2.521, -3.085], [0.394, -2.748, -2.148]],
  "mulliken_charge": [-1.00, -0.80, 0.55, -0.82, -0.17, 0.15, 0.34, 0.34, 0.34, 0.42, 0.35, 0.26, 0.22, 0.31, 0.31, 0.25, 0.32, 0.32, -0.67, 0.31, 0.30, -0.63]
}



Taking the most stable structure as the zero point, the relative energies in kJ/mol are *P* 871.7; *Q* 0.0.



*P*
{
  "formula": "C5H14NO2",
  "method": "wB97M-V/def2-TZVPD",
  "homo_energy_ha": -0.5478,
  "charge": 1,
  "elements": ["O", "C", "C", "N", "C", "C", "C", "H", "H", "H", "H", "H", "H", "H", "H", "H", "H", "H", "H", "H", "H", "O"],
  "positions_angstrom": [[-2.073, -1.214, -0.255], [-1.416, -0.794, 0.917], [-0.669, 0.535, 0.719], [0.142, 0.299, -0.546], [1.594, 0.189, -0.192], [1.736, 0.757, 1.203], [0.327, 0.716, 1.864], [-2.904, -0.717, -0.342], [-2.048, -0.787, 1.808], [-0.651, -1.558, 1.106], [-1.351, 1.363, 0.587], [-0.211, -0.538, -1.023], [-0.038, 1.042, -1.221], [2.190, 0.743, -0.915], [1.949, -0.825, -0.357], [1.950, 1.823, 1.114], [2.480, 0.252, 1.799], [0.186, -0.052, 2.618], [0.236, 1.676, 2.364], [0.179, -1.361, -4.064], [-1.246, -0.669, -3.752], [-0.362, -0.880, -3.429]],
  "mulliken_charge": [-0.53, -1.02, 0.23, -0.05, -0.73, -0.42, -0.89, 0.35, 0.44, 0.45, 0.37, 0.38, 0.37, 0.38, 0.31, 0.30, 0.33, 0.40, 0.30, 0.30, 0.31, -0.60]
}



*Q*
{
  "formula": "C5H14NO2",
  "method": "wB97M-V/def2-TZVPD",
  "homo_energy_ha": -0.5110,
  "charge": 1,
  "elements": ["C", "C", "C", "C", "C", "N", "H", "H", "H", "H", "H", "H", "H", "H", "H", "H", "H", "H", "O", "H", "H", "O"],
  "positions_angstrom": [[1.667, 0.936, 1.490], [0.578, 1.864, 0.996], [-0.314, 1.217, -0.043], [-0.122, 1.328, -1.347], [-1.878, 0.202, 1.501], [-1.281, 0.253, 0.374], [2.242, 0.487, 0.678], [2.349, 1.469, 2.152], [1.391, 0.085, 2.121], [-0.089, 2.150, 1.814], [1.006, 2.771, 0.586], [0.427, 2.121, -1.829], [-0.697, 0.820, -2.106], [-2.515, -0.653, 1.681], [-1.824, 1.103, 2.098], [-1.367, -0.553, -0.246], [0.262, -4.031, 0.078], [1.414, -3.113, 0.285], [0.532, -3.123, -0.107], [0.281, -2.091, -2.236], [0.915, -0.984, -3.097], [0.203, -1.157, -2.475]],
  "mulliken_charge": [-1.07, -0.62, 0.72, -1.10, -0.18, 0.08, 0.32, 0.36, 0.31, 0.26, 0.36, 0.32, 0.36, 0.29, 0.27, 0.29, 0.31, 0.32, -0.61, 0.29, 0.29, -0.58]
}



Taking the most stable structure as the zero point, the relative energies in kJ/mol are *P* 0.0; *Q* 141.5.



*P*
{
  "formula": "C5H14NO2",
  "method": "wB97M-V/def2-TZVPD",
  "homo_energy_ha": -0.5304,
  "charge": 1,
  "elements": ["O", "C", "C", "C", "C", "C", "N", "H", "H", "H", "H", "H", "H", "H", "H", "H", "H", "H", "H", "H", "H", "O"],
  "positions_angstrom": [[0.397, -3.058, -0.146], [0.835, -1.943, -0.187], [0.232, -0.745, -0.865], [0.053, 0.411, 0.160], [1.373, 1.235, 0.234], [1.937, 1.126, 1.701], [-1.232, -1.073, -1.303], [1.894, -1.782, 0.157], [0.738, -0.474, -1.779], [-0.230, 0.008, 1.134], [-0.662, 1.145, -0.198], [2.260, 0.871, -0.293], [1.268, 2.272, 0.003], [2.063, 2.071, 2.250], [2.950, 0.712, 1.717], [1.306, 0.592, 2.405], [-1.329, -2.010, -1.722], [-1.917, -1.021, -0.544], [-1.550, -0.541, -2.112], [-3.620, 0.873, -0.983], [-3.604, 0.828, 0.587], [-3.161, 0.504, -0.215]],
  "mulliken_charge": [-0.43, 0.00, -0.18, -0.73, -0.46, -1.18, -0.34, 0.36, 0.43, 0.45, 0.33, 0.29, 0.42, 0.32, 0.30, 0.37, 0.36, 0.35, 0.35, 0.29, 0.30, -0.61]
}



*Q*
{
  "formula": "C5H14NO2",
  "method": "wB97M-V/def2-TZVPD",
  "homo_energy_ha": -0.4834,
  "charge": 1,
  "elements": ["C", "C", "C", "C", "N", "C", "H", "H", "H", "H", "H", "H", "H", "H", "H", "H", "H", "H", "O", "H", "H", "O"],
  "positions_angstrom": [[-0.252, -1.011, -2.273], [-0.731, 0.416, -2.109], [-0.162, 1.226, -1.089], [0.563, 0.772, 0.039], [0.813, 1.558, 1.030], [0.595, 1.020, 2.381], [0.803, -0.990, -2.521], [-0.352, -1.605, -1.371], [-0.757, -1.544, -3.060], [-0.802, 0.948, -3.069], [-1.830, 0.442, -1.907], [-0.278, 2.298, -1.193], [0.924, -0.292, 0.190], [0.645, 2.541, 0.837], [-0.371, 0.513, 2.385], [1.373, 0.291, 2.576], [-1.453, -1.700, 2.260], [1.494, -2.325, 0.870], [0.952, -1.745, 0.319], [0.620, 1.811, 3.117], [-0.481, -1.496, 1.090], [-1.315, -1.128, 1.496]],
  "mulliken_charge": [-1.20, -0.54, -0.24, 0.26, -0.03, -0.70, 0.34, 0.31, 0.40, 0.48, 0.36, 0.35, 0.44, 0.32, 0.33, 0.28, 0.32, 0.17, -0.76, 0.37, 0.41, -0.67]
}



*R*
{
  "formula": "C5H14NO2",
  "method": "wB97M-V/def2-TZVPD",
  "homo_energy_ha": -0.5052,
  "charge": 1,
  "elements": ["C", "C", "C", "C", "N", "C", "H", "H", "H", "H", "H", "H", "H", "H", "H", "H", "H", "H", "O", "H", "H", "O"],
  "positions_angstrom": [[1.696, -0.063, -3.086], [0.943, 0.886, -2.103], [0.685, 0.292, -0.791], [-0.252, 0.855, -0.026], [-0.258, 0.695, 1.456], [-1.169, 0.340, 2.270], [2.249, 0.422, -3.888], [0.940, -0.711, -3.536], [2.404, -0.601, -2.475], [-0.007, 1.234, -2.579], [1.397, 1.882, -2.166], [1.179, -0.656, -0.486], [-0.796, 1.778, -0.198], [0.626, 1.010, 1.843], [-2.139, 0.139, 1.838], [-1.036, 0.327, 3.358], [-0.806, 2.945, 4.563], [-0.612, 1.734, 5.502], [-0.826, 1.975, 4.593], [-0.785, -4.474, -1.739], [0.206, -4.575, -2.872], [-0.717, -4.379, -2.696]],
  "mulliken_charge": [-1.15, -0.37, 0.08, -0.66, 0.01, -0.12, 0.35, 0.27, 0.33, 0.35, 0.35, 0.33, 0.32, 0.34, 0.33, 0.25, 0.31, 0.32, -0.63, 0.31, 0.32, -0.63]
}



Taking the most stable structure as the zero point, the relative energies in kJ/mol are *P* 0.0; *Q* 472.8; *R* 106.8.



*P*
{
  "formula": "C10H8N2O",
  "method": "wB97M-V/def2-TZVPD",
  "homo_energy_ha": -0.3273,
  "charge": 0,
  "elements": ["C", "C", "C", "C", "C", "C", "C", "C", "C", "C", "H", "H", "H", "H", "H", "H", "H", "H", "N", "N", "O"],
  "positions_angstrom": [[1.172, 0.084, -0.513], [2.577, 0.111, -0.563], [3.343, -0.899, -1.153], [2.573, -1.997, -1.555], [0.574, -1.054, -1.107], [-0.819, 0.838, 0.409], [-1.136, -0.305, 1.117], [-2.301, -0.258, 1.903], [-3.223, 0.729, 1.726], [-1.753, 1.874, 0.372], [3.205, 0.922, -0.185], [4.374, -0.694, -1.303], [3.097, -2.760, -2.175], [-0.486, -1.113, -1.276], [-0.306, -1.077, 1.280], [-2.456, -1.182, 2.491], [-4.085, 0.605, 2.379], [-1.569, 2.738, -0.143], [1.269, -2.003, -1.650], [-2.955, 1.806, 0.912], [0.499, 1.149, 0.036]],
  "mulliken_charge": [0.76, -0.54, -0.31, -0.41, -0.35, 0.79, -0.13, -0.48, -0.23, -0.58, 0.34, 0.41, 0.29, 0.55, 0.32, 0.31, 0.31, 0.51, -0.55, -0.59, -0.43]
}



*Q*
{
  "formula": "C10H8N2O",
  "method": "wB97M-V/def2-TZVPD",
  "homo_energy_ha": -0.3379,
  "charge": 0,
  "elements": ["C", "C", "C", "C", "C", "C", "C", "C", "C", "C", "H", "H", "H", "H", "H", "H", "H", "H", "N", "N", "O"],
  "positions_angstrom": [[-1.138, -0.801, 1.780], [-1.175, 0.274, 0.757], [-2.224, 1.267, 0.625], [-2.142, 2.250, -0.397], [-1.165, 2.183, -1.393], [-0.147, 1.264, -1.174], [-0.093, 0.306, -0.071], [1.671, -1.200, 0.870], [2.729, -1.978, 0.254], [2.409, -1.933, -1.164], [-0.758, -1.820, 1.410], [-3.027, 1.225, 1.349], [-3.126, 2.848, -0.683], [-1.287, 2.861, -2.183], [0.799, 1.291, -1.903], [1.512, -0.837, 1.973], [3.598, -2.388, 0.777], [2.966, -2.207, -2.131], [0.914, -0.724, -0.195], [1.327, -1.146, -1.391], [-1.642, -0.733, 2.891]],
  "mulliken_charge": [-0.25, 0.71, -0.69, -0.36, -0.69, -0.09, 0.31, 0.09, -0.78, -0.14, 0.40, 0.41, 0.23, 0.43, 0.23, 0.31, 0.35, 0.36, 0.68, -1.01, -0.49]
}



*R*
{
  "formula": "C10H8N2O",
  "method": "wB97M-V/def2-TZVPD",
  "homo_energy_ha": -0.3590,
  "charge": 0,
  "elements": ["C", "C", "C", "C", "C", "C", "C", "C", "C", "C", "N", "N", "O", "H", "H", "H", "H", "H", "H", "H", "H"],
  "positions_angstrom": [[1.446, 1.859, 0.313], [-2.976, -0.305, 0.181], [-2.459, 0.508, -0.786], [-2.212, -0.774, 1.209], [-1.126, 0.782, -0.837], [-0.824, -0.606, 1.149], [-0.289, 0.240, 0.151], [2.722, -0.956, -0.189], [1.884, -0.201, -1.238], [1.176, 0.519, -0.023], [1.638, 2.937, 0.637], [2.033, -0.672, 0.892], [3.742, -1.550, -0.316], [-4.083, -0.569, 0.147], [-2.965, 0.898, -1.591], [-2.557, -1.372, 1.908], [-0.843, 1.376, -1.748], [-0.367, -1.232, 1.889], [2.382, 0.501, -1.863], [1.290, -0.821, -1.733], [2.389, -0.562, 1.847]],
  "mulliken_charge": [0.23, -0.28, -0.54, -0.84, -0.40, -0.16, -0.03, 0.18, -0.80, 1.12, -0.46, -0.29, -0.60, 0.27, 0.45, 0.54, 0.24, 0.38, 0.39, 0.34, 0.25]
}



*S*
{
  "formula": "C10H8N2O",
  "method": "wB97M-V/def2-TZVPD",
  "homo_energy_ha": -0.3239,
  "charge": 0,
  "elements": ["C", "C", "C", "C", "C", "C", "C", "C", "C", "C", "H", "H", "H", "H", "H", "H", "H", "H", "N", "N", "O"],
  "positions_angstrom": [[1.151, 0.761, -0.111], [2.382, 1.263, 0.238], [3.450, 0.254, 0.174], [3.438, -0.909, -0.322], [1.132, -0.507, -0.696], [-1.285, 0.680, 0.044], [-1.333, -0.384, 0.833], [-2.530, -1.067, 1.000], [-3.494, -0.898, -0.334], [-2.365, 1.078, -0.675], [2.401, 2.334, 0.508], [4.311, 0.533, 0.667], [4.261, -1.520, -0.710], [0.145, -0.698, -1.196], [-0.475, -0.408, 1.607], [-2.900, -1.822, 1.891], [-4.504, -1.594, -0.652], [-2.292, 2.505, -0.681], [2.070, -1.475, -0.743], [-3.479, 0.419, -0.945], [-0.083, 1.457, 0.102]],
  "mulliken_charge": [0.51, -0.54, -0.39, -0.39, -0.02, 0.13, 0.26, -0.48, -0.20, 0.04, 0.39, 0.42, 0.37, 0.47, 0.29, 0.26, 0.28, 0.15, -0.57, -0.50, -0.47]
}



Taking the most stable structure as the zero point, the relative energies in kJ/mol are *P* 0.0; *Q* 74.6; *R* 59.2; *S* 522.4.



*P*
{
  "formula": "CH8NO",
  "method": "wB97M-V/def2-TZVPD",
  "homo_energy_ha": -0.5580,
  "charge": 1,
  "elements": ["N", "H", "H", "H", "H", "C", "O", "H", "H", "H", "H"],
  "positions_angstrom": [[0.786, 1.004, -1.273], [0.128, 1.652, -1.677], [0.456, 0.159, -0.755], [1.424, 1.484, -0.650], [1.340, 0.477, -1.969], [-1.001, -0.931, 0.879], [0.310, -0.369, 1.003], [-1.331, -0.849, -0.151], [-1.704, -0.434, 1.543], [-0.985, -1.988, 1.139], [0.575, -0.207, 1.911]],
  "mulliken_charge": [-0.41, 0.37, 0.27, 0.37, 0.42, -0.48, -0.59, 0.22, 0.26, 0.26, 0.32]
}



*Q*
{
  "formula": "CH8NO",
  "method": "wB97M-V/def2-TZVPD",
  "homo_energy_ha": -0.5487,
  "charge": 1,
  "elements": ["N", "H", "H", "H", "H", "C", "O", "H", "H", "H", "H"],
  "positions_angstrom": [[-1.870, 0.001, 0.570], [-2.832, -0.169, 0.286], [-1.505, 0.510, -0.254], [-1.338, -0.869, 0.448], [-1.855, 0.541, 1.425], [1.798, 0.317, -0.338], [0.672, -0.616, -0.311], [1.820, 0.642, 0.696], [1.541, 1.181, -0.941], [2.701, -0.198, -0.630], [0.870, -1.340, -0.952]],
  "mulliken_charge": [-0.48, 0.38, 0.37, 0.37, 0.34, -0.53, -0.52, 0.22, 0.24, 0.30, 0.31]
}



Taking the most stable structure as the zero point, the relative energies in kJ/mol are *P* 0.0; *Q* 6.0.



*P*
{
  "formula": "C4H9NOS",
  "method": "wB97M-V/def2-TZVPD",
  "homo_energy_ha": -0.3395,
  "charge": 0,
  "elements": ["O", "C", "N", "C", "C", "S", "C", "H", "H", "H", "H", "H", "H", "H", "H", "H"],
  "positions_angstrom": [[-0.805, 2.646, -0.173], [0.254, 2.435, 0.367], [0.956, 1.300, 0.310], [0.429, 0.066, -0.297], [-0.455, -0.688, 0.699], [-1.043, -2.241, -0.056], [1.580, -0.756, -0.858], [0.699, 3.256, 0.939], [1.753, 1.180, 0.908], [-0.255, 0.479, -1.045], [-1.273, -0.046, 1.017], [0.119, -0.945, 1.594], [-1.334, -2.819, 1.134], [2.488, -0.155, -0.944], [1.852, -1.557, -0.167], [1.374, -1.211, -1.822]],
  "mulliken_charge": [-0.54, -0.08, -0.19, 0.19, -0.80, -0.22, -1.39, 0.38, 0.25, 0.34, 0.42, 0.38, 0.13, 0.43, 0.35, 0.36]
}



*Q*
{
  "formula": "C4H9NOS",
  "method": "wB97M-V/def2-TZVPD",
  "homo_energy_ha": -0.3281,
  "charge": 0,
  "elements": ["O", "C", "C", "C", "C", "S", "N", "H", "H", "H", "H", "H", "H", "H", "H", "H"],
  "positions_angstrom": [[1.474, 2.665, 0.878], [1.638, 1.531, 0.390], [0.239, 0.691, 0.340], [0.334, -0.402, -0.686], [-0.892, -1.282, -0.708], [-2.438, -0.620, -1.634], [0.247, 0.009, 1.639], [2.566, 1.083, -0.010], [-0.679, 1.392, 0.183], [0.722, -0.026, -1.761], [1.171, -1.040, -0.463], [-1.149, -1.634, 0.275], [-0.544, -2.113, -1.311], [-2.734, 0.563, -0.938], [0.848, -0.781, 1.670], [-0.803, -0.037, 2.137]],
  "mulliken_charge": [-0.49, -0.16, 0.32, -0.62, -0.81, -0.21, -0.62, 0.33, 0.26, 0.26, 0.41, 0.35, 0.37, 0.11, 0.24, 0.26]
}



Taking the most stable structure as the zero point, the relative energies in kJ/mol are *P* 0.0; *Q* 230.7.